Model one:
{"formula": "C20H16ClIN4O3STi", "method": "ωB97M-V/def2-TZVPD", "symbols": ["Ti", "Cl", "C", "C", "C", "I", "C", "O", "C", "N", "C", "C", "C", "C", "H", "H", "H", "H", "C", "N", "C", "C", "N", "C", "S", "C", "C", "C", "C", "C", "N", "H", "H", "H", "H", "H", "H", "H", "H", "H", "C", "O", "C", "O", "H", "H", "H"], "xyz": [[-0.3724, -0.7515, -0.1597], [-7.0366, 0.3998, 0.2968], [-5.4763, -0.3226, 0.0822], [-5.3588, -1.6697, 0.0011], [-4.0875, -2.2877, -0.1620], [-3.9520, -4.3451, -0.2537], [-2.9657, -1.5286, -0.2460], [-1.6933, -2.0034, -0.3691], [-3.0946, -0.1099, -0.1839], [-1.9151, 0.5947, -0.2668], [-1.9607, 1.9031, -0.1742], [-3.1612, 2.6081, -0.0087], [-4.3345, 1.9197, 0.0737], [-4.3303, 0.5111, -0.0047], [-6.2471, -2.2840, 0.0705], [-1.0129, 2.4223, -0.2199], [-3.1387, 3.6856, 0.0604], [-5.2732, 2.4436, 0.2052], [4.2213, 0.8382, 3.5995], [3.4746, 0.6780, 2.3453], [3.7582, 1.5822, 1.3072], [3.1949, 1.4750, 0.1264], [2.2706, 0.4633, -0.1714], [2.4897, -0.2349, 2.2755], [2.0629, -1.1945, 3.5301], [1.8654, 0.3057, -1.5075], [2.7066, 0.6753, -2.5578], [2.2751, 0.5153, -3.8511], [1.0234, -0.0313, -4.1136], [0.2518, -0.3895, -3.0452], [0.6486, -0.1991, -1.7719], [5.0637, 1.4930, 3.4013], [4.5737, -0.1267, 3.9522], [3.5777, 1.2669, 4.3662], [4.4555, 2.3741, 1.5257], [3.4068, 2.1916, -0.6489], [3.7024, 1.0360, -2.3538], [2.9299, 0.7945, -4.6671], [0.6665, -0.1915, -5.1201], [-0.7225, -0.8369, -3.1752], [1.0735, -2.7821, 1.1794], [1.4916, -1.6211, 0.3801], [1.6500, -0.2706, 0.9700], [0.3761, 0.2004, 1.2314], [1.9209, -3.1892, 1.7095], [0.6988, -3.4936, 0.4530], [0.3029, -2.5140, 1.8897]], "mulliken_charge": [0.391, -0.227, 0.391, -0.359, -0.316, 0.109, 0.673, -0.711, 0.142, 0.140, -0.008, -1.049, -0.629, -0.149, 0.422, 0.508, 0.417, 0.450, -1.018, 0.180, -0.466, -0.669, 0.395, -0.057, -0.283, 0.645, -1.066, -0.446, -1.000, -0.046, 0.360, 0.293, 0.375, 0.352, 0.392, 0.575, 0.623, 0.442, 0.427, 0.472, -1.030, -0.426, 1.175, -0.623, 0.365, 0.352, 0.511], "e_lumo_ev": [-3.34, -3.42], "multiplicity": 2, "charge": 1, "homo_energy_ev": [-10.68, -10.81], "orbital_gap_ev": [7.34, 7.39]}

---

Model two:
{"formula": "C20H16ClIN4O3STi", "method": "ωB97M-V/def2-TZVPD", "symbols": ["Ti", "Cl", "C", "C", "C", "I", "C", "O", "C", "N", "C", "C", "C", "C", "H", "H", "H", "H", "C", "N", "C", "C", "N", "C", "S", "C", "C", "C", "C", "C", "N", "H", "H", "H", "H", "H", "H", "H", "H", "H", "C", "O", "C", "O", "H", "H", "H"], "xyz": [[-0.1186, -0.1800, -0.0982], [1.6442, -5.8833, 3.4712], [0.8107, -4.5645, 2.7250], [-0.5128, -4.3628, 2.9877], [-1.2204, -3.2945, 2.3876], [-3.2333, -3.0082, 2.8036], [-0.5850, -2.4393, 1.5286], [-1.1559, -1.4182, 0.8883], [0.7962, -2.6465, 1.2693], [1.3586, -1.7407, 0.4196], [2.6326, -1.8641, 0.1174], [3.4323, -2.8935, 0.6401], [2.8815, -3.8056, 1.4998], [1.5176, -3.7008, 1.8457], [-1.0287, -5.0315, 3.6622], [3.0442, -1.1219, -0.5559], [4.4737, -2.9503, 0.3588], [3.4774, -4.6052, 1.9180], [2.4136, 1.8019, -3.6456], [1.1383, 2.2593, -3.1098], [0.7864, 3.5839, -2.9320], [-0.4132, 3.6052, -2.3290], [-0.7919, 2.2806, -2.1438], [0.1812, 1.4561, -2.6241], [0.2140, -0.2502, -2.6094], [-2.0268, 1.8815, -1.5635], [-3.1970, 2.4735, -1.9926], [-4.3799, 2.1016, -1.3722], [-4.3408, 1.1533, -0.3652], [-3.1230, 0.6030, -0.0100], [-1.9714, 0.9670, -0.5950], [2.7827, 2.5480, -4.3437], [2.2657, 0.8582, -4.1610], [3.1240, 1.6664, -2.8316], [1.4285, 4.3885, -3.2416], [-1.0269, 4.4231, -1.9989], [-3.1774, 3.1908, -2.8004], [-5.3174, 2.5415, -1.6835], [-5.2388, 0.8297, 0.1404], [-3.0440, -0.1538, 0.7584], [0.6206, 1.7470, 3.3657], [1.2633, 1.9291, 2.0886], [0.8209, 1.1911, 1.1111], [1.3736, 1.3036, -0.0116], [1.3935, 1.5070, 4.0904], [-0.1093, 0.9419, 3.3052], [0.1371, 2.6823, 3.6359]], "mulliken_charge": [0.705, -0.238, 0.490, -0.493, -0.197, 0.079, 0.422, -0.290, 0.195, 0.030, -0.173, -1.004, -0.685, 0.067, 0.425, 0.471, 0.416, 0.435, -0.895, 0.141, -0.584, -0.493, 0.572, 0.079, -0.400, 0.231, -0.789, -0.482, -0.763, -0.217, 0.232, 0.350, 0.366, 0.295, 0.482, 0.508, 0.545, 0.441, 0.450, 0.319, -0.558, -0.306, 0.645, -0.585, 0.269, 0.226, 0.264], "e_lumo_ev": [-3.02, -3.06], "multiplicity": 2, "charge": 1, "homo_energy_ev": [-10.54, -10.67], "orbital_gap_ev": [7.52, 7.61]}

---

Stability comparison, relative energies in kJ/mol: model one 162.2; model two 0.0

---

Model one:
{"formula": "C3H2F2", "method": "ωB97M-V/def2-TZVPD", "symbols": ["C", "C", "C", "F", "F", "H", "H"], "xyz": [[-1.8693, 0.1945, -0.2733], [-0.9687, -0.5046, 0.0541], [1.5691, 0.6482, -0.0438], [1.9599, 0.3956, 1.1771], [2.0599, -0.3073, -0.7701], [-2.5571, 0.9046, -0.5171], [-0.1938, -1.3310, 0.3732]], "mulliken_charge": [-0.251, -0.508, 0.113, -0.079, -0.068, 0.425, 0.368], "e_lumo_ev": 0.21, "homo_energy_ev": -10.43, "orbital_gap_ev": 10.65}

---

Model two:
{"formula": "C3H2F2", "method": "ωB97M-V/def2-TZVPD", "symbols": ["C", "C", "C", "F", "F", "H", "H"], "xyz": [[-0.0132, 0.6311, -1.3255], [-0.3231, 0.6561, -0.0850], [-0.1036, -0.5525, 0.8516], [0.0552, -1.7611, 0.3825], [0.6103, -0.4197, 1.9482], [0.0948, -0.1254, -2.2031], [-0.3204, 1.5715, 0.4313]], "mulliken_charge": [-0.388, -0.155, 0.358, -0.198, -0.197, 0.264, 0.315], "e_lumo_ev": [0.02, -0.59], "homo_energy_ev": [-9.24, -8.05], "orbital_gap_ev": [9.26, 7.45]}

---

Model three:
{"formula": "C3H2F2", "method": "ωB97M-V/def2-TZVPD", "symbols": ["C", "C", "C", "F", "F", "H", "H"], "xyz": [[0.5460, 0.9166, 0.7214], [1.6418, 0.4070, 0.1926], [1.4029, -0.9191, -0.3746], [2.6218, 1.2019, -0.3561], [1.0164, -1.9061, 0.3846], [-0.3058, 0.8597, 1.2925], [1.0317, -1.0977, -1.3981]], "mulliken_charge": [-0.481, 0.272, -0.045, -0.219, -0.175, 0.379, 0.269], "e_lumo_ev": [-0.60, -0.27], "homo_energy_ev": [-8.66, -9.26], "orbital_gap_ev": [8.06, 9.00]}

---

Stability comparison, relative energies in kJ/mol: model one 0.0; model two 17.7; model three 30.3

---

Model one:
{"formula": "C5H29N2O9", "method": "ωB97M-V/def2-TZVPD", "symbols": ["C", "O", "C", "C", "C", "N", "C", "N", "H", "H", "H", "H", "H", "H", "H", "H", "H", "H", "H", "H", "H", "H", "H", "O", "H", "H", "O", "H", "H", "O", "H", "H", "O", "H", "H", "O", "H", "H", "O", "H", "H", "O", "H", "H", "O"], "xyz": [[-3.9325, 0.3661, 0.0301], [-3.9578, 1.6755, 0.7012], [-2.4571, -0.1194, 0.1446], [-1.5005, 0.3813, -1.0532], [-0.3122, 1.0602, -0.4172], [2.5582, 1.7428, 0.1494], [2.2111, 0.6395, -0.5672], [0.9426, 0.3699, -0.8586], [-4.2806, 0.4679, -1.0541], [-4.6431, -0.3551, 0.5856], [-4.8080, 1.9719, 1.0668], [-2.3581, -1.2839, 0.0788], [-2.1646, 0.1709, 1.2281], [-1.2458, -0.4979, -1.7286], [-2.0400, 1.1982, -1.7411], [-0.3335, 1.0741, 0.7134], [-0.3359, 2.1606, -0.8317], [3.5337, 1.7305, 0.4716], [1.8601, 2.3894, 0.4686], [2.9554, -0.1127, -0.9197], [0.8651, -0.1410, -1.6149], [1.4387, -2.6552, -0.3606], [1.0423, -3.0970, 0.9568], [1.7238, -2.6309, 0.4617], [-1.5586, -4.5337, -1.4745], [-1.7535, -3.6439, -2.7144], [-1.0693, -4.1559, -2.2534], [3.7782, -0.3720, -4.0202], [4.6933, -0.3172, -2.7819], [3.8477, -0.0917, -3.1189], [1.2064, 0.3754, 2.7470], [0.0810, 0.5596, 3.8814], [0.1250, 0.3462, 2.9154], [2.1391, -1.2686, 1.3016], [2.9936, -0.9582, 2.7055], [2.5163, -0.5044, 1.9513], [-2.6189, 2.0876, 1.8750], [-1.5801, 1.3201, 2.6364], [-1.7109, 2.2269, 2.1762], [0.4008, 2.8353, 2.6407], [-0.2192, 3.3149, 1.4542], [0.6416, 3.2104, 1.8020], [1.7691, -2.0236, -2.8680], [0.5194, -2.8116, -2.5075], [1.0374, -2.1016, -2.2579]], "mulliken_charge": [-0.530, -0.535, -0.319, -0.622, -0.135, -0.194, -0.349, 0.143, 0.289, 0.331, 0.282, 0.317, -0.009, 0.218, 0.350, 0.283, 0.148, 0.256, 0.236, 0.508, 0.370, 0.252, 0.343, -0.621, 0.322, 0.320, -0.682, 0.286, 0.311, -0.575, 0.330, 0.350, -0.718, 0.460, 0.293, -0.685, 0.340, 0.335, -0.662, 0.354, 0.314, -0.685, 0.247, 0.291, -0.558], "e_lumo_ev": -2.50, "charge": 1, "homo_energy_ev": -13.15, "orbital_gap_ev": 10.64}

---

Model two:
{"formula": "C5H29N2O9", "method": "ωB97M-V/def2-TZVPD", "symbols": ["C", "O", "C", "C", "C", "N", "C", "N", "H", "H", "H", "H", "H", "H", "H", "H", "H", "H", "H", "H", "H", "H", "H", "O", "H", "H", "O", "H", "H", "O", "H", "H", "O", "H", "H", "O", "H", "H", "O", "H", "H", "O", "H", "H", "O"], "xyz": [[-1.1393, -1.6673, 3.4488], [-2.3821, -2.2509, 2.9704], [-0.6070, -0.7277, 2.3490], [0.2739, -1.4173, 1.2438], [-0.3203, -1.0295, -0.1105], [-0.4468, -0.0392, -2.8903], [0.6394, 0.1190, -2.1487], [0.7202, -0.3607, -0.9280], [-0.4304, -2.4873, 3.6905], [-1.3460, -1.0771, 4.3729], [-2.9933, -2.5344, 3.6573], [0.0744, 0.0570, 2.7765], [-1.5101, -0.1931, 1.9905], [1.3351, -1.1316, 1.3719], [0.2281, -2.5460, 1.3314], [-1.1945, -0.3661, -0.0389], [-0.6177, -1.9986, -0.6043], [-0.4608, 0.5288, -3.7246], [-1.2545, -0.5441, -2.5326], [1.5115, 0.6772, -2.4922], [1.6506, -0.5231, -0.6536], [2.2380, 2.1931, 0.0208], [1.2974, 3.2446, 0.6120], [1.5836, 2.8657, -0.2271], [3.4867, 1.6116, 3.4815], [3.8821, 0.1787, 3.2008], [3.9817, 1.0725, 2.8500], [4.3025, -0.7778, -3.2957], [3.5259, 0.3299, -4.0818], [3.4439, -0.3699, -3.4296], [-2.0248, 2.0966, -0.9435], [-3.2459, 2.3168, -0.0443], [-2.3916, 1.8592, -0.0283], [0.2381, 2.6141, -1.1641], [-0.7525, 3.5712, -1.9609], [-0.5686, 2.6403, -1.7739], [-3.3352, -1.5182, 1.5818], [-3.3600, -0.2386, 0.8284], [-3.4799, -1.1929, 0.6712], [-3.7443, -0.8410, -1.5653], [-3.1410, -2.0801, -1.0874], [-3.1941, -1.5582, -1.8966], [3.9132, 0.3281, -0.6978], [3.8035, 0.6151, 0.8346], [3.3007, 0.4810, 0.0286]], "mulliken_charge": [-0.609, -0.525, -0.443, -0.606, -0.284, -0.204, -0.367, 0.148, 0.309, 0.375, 0.276, 0.375, 0.056, 0.314, 0.381, 0.377, 0.100, 0.251, 0.222, 0.557, 0.326, 0.303, 0.334, -0.682, 0.316, 0.319, -0.671, 0.292, 0.320, -0.589, 0.328, 0.315, -0.630, 0.451, 0.287, -0.671, 0.312, 0.303, -0.646, 0.347, 0.311, -0.662, 0.255, 0.310, -0.585], "e_lumo_ev": -2.53, "charge": 1, "homo_energy_ev": -13.31, "orbital_gap_ev": 10.78}

---

Stability comparison, relative energies in kJ/mol: model one 200.6; model two 0.0